No. 1
Molecular formula: C21H46N3NbO10P2
Method: DFT, ωB97M-V with the def2-TZVPD basis set

```
83
Properties=species:S:1:pos:R:3:mulliken_charge:R:1
C 7.357 -1.490 -0.455 -1.0542
C 7.230 -0.387 0.621 -0.4486
C 5.815 -0.268 1.194 -0.5399
O 5.162 0.921 0.819 -0.2105
C 4.743 0.871 -0.535 -0.2587
Nb 3.779 2.772 -1.265 -0.9321
C 5.025 3.992 0.157 -0.5034
C 6.043 4.885 -0.441 -0.2437
O 7.211 4.540 -0.553 -0.5309
C 2.223 2.735 0.329 -1.0066
C 0.941 1.916 0.126 -0.2658
C 1.053 0.572 0.869 -0.2583
C 0.213 -0.513 0.271 0.1994
O 0.601 -1.660 0.169 -0.6862
O -1.031 -0.110 -0.075 -0.3290
C -1.612 -0.782 -1.184 0.2608
C -1.353 -0.109 -2.529 -1.2045
O 2.877 4.428 -2.124 -0.4175
N 3.106 5.608 -1.474 0.2927
O 2.155 6.295 -1.400 -0.4344
P 5.586 2.869 -3.161 0.4893
O 4.851 3.428 -4.345 -0.5935
P 2.433 1.180 -2.872 1.0729
N 3.460 0.673 -3.964 -0.8439
O 1.791 -0.139 -2.113 -0.5482
O 1.195 1.925 -3.594 -0.4311
H 8.264 -2.065 -0.306 0.3218
H 7.379 -1.077 -1.455 0.2709
H 6.521 -2.176 -0.421 0.2987
H 7.960 -0.579 1.394 0.4402
H 7.481 0.545 0.133 0.2583
H 5.212 -1.132 0.921 0.3427
H 5.886 -0.270 2.276 0.3300
H 3.978 0.086 -0.614 0.3685
H 5.528 0.581 -1.236 0.2573
H 4.291 4.611 0.678 0.4584
H 5.519 3.385 0.909 0.5544
H 5.786 5.901 -0.771 0.3476
H 1.958 3.771 0.526 0.8038
H 2.703 2.402 1.248 0.4310
H 0.140 2.456 0.625 0.4340
H 0.602 1.789 -0.892 -0.0084
H 0.651 0.731 1.866 0.4846
H 2.078 0.247 0.949 0.2057
H -2.683 -0.764 -1.013 0.0052
H -1.337 -1.827 -1.251 0.3107
H -2.287 -0.086 -3.080 0.4780
H -1.041 0.918 -2.409 0.2142
H -0.661 -0.678 -3.128 0.2349
H 6.092 1.573 -3.426 -0.0278
H 6.713 3.686 -2.897 0.0397
H 3.527 -0.339 -3.937 0.1822
H 2.467 -0.810 -2.029 0.2780
H 1.454 1.941 -4.526 0.3290
C -5.426 -2.403 3.743 -1.7111
C -5.759 -1.386 2.631 1.5079
C -7.276 -1.239 2.497 -1.2298
C -7.949 -2.474 1.896 -0.5082
C -7.322 -2.867 0.557 -1.2357
C -5.794 -2.996 0.582 1.4862
N -5.194 -1.803 1.290 0.9105
O -5.100 -0.845 0.533 -0.4062
C -5.360 -4.308 1.266 -1.6486
C -5.263 -3.095 -0.846 -1.8154
C -5.117 -0.078 3.087 -1.8724
H -5.512 -1.921 4.713 0.4769
H -6.097 -3.257 3.773 0.3271
H -4.403 -2.769 3.654 0.3786
H -7.506 -0.369 1.874 0.4088
H -7.689 -1.033 3.484 0.3835
H -7.903 -3.315 2.592 0.3314
H -9.009 -2.267 1.746 0.3973
H -7.738 -3.814 0.216 0.3808
H -7.602 -2.118 -0.190 0.3977
H -4.279 -4.338 1.399 0.3962
H -5.637 -5.154 0.642 0.4794
H -5.829 -4.476 2.232 0.2946
H -5.615 -2.282 -1.478 0.3993
H -5.610 -4.024 -1.291 0.4891
H -4.172 -3.097 -0.863 0.4358
H -4.041 -0.199 3.217 0.4777
H -5.544 0.213 4.043 0.4564
H -5.287 0.744 2.395 0.3945
```

Calculated values
E ... -2483.69245 Ha
Orbital gap ... 1.33 eV
E_HOMO ... -6.34 eV
Net charge ... 0


No. 2
Molecular formula: C21H46NO2P2Zn
Method: DFT, ωB97M-V with the def2-TZVPD basis set

```
73
Properties=species:S:1:pos:R:3:mulliken_charge:R:1
Zn -0.611 0.128 -0.007 1.1136
P 0.058 -2.259 -1.064 0.9854
P -0.083 2.398 -0.795 0.7415
N -0.196 0.213 -3.407 -0.1334
C -0.002 -2.246 -2.919 -1.1863
H 0.531 -3.139 -3.281 0.4317
H -1.055 -2.338 -3.236 0.5178
C 0.610 -1.019 -3.597 -0.8873
H 1.625 -0.816 -3.219 0.3479
H 0.690 -1.238 -4.680 0.4705
C 0.648 1.432 -3.413 -0.8834
H 0.798 1.776 -4.458 0.4687
H 1.636 1.159 -3.013 0.3762
C 0.038 2.597 -2.633 -1.2086
H -0.973 2.787 -3.028 0.5171
H 0.640 3.499 -2.832 0.4160
C 1.397 3.320 -0.119 0.7481
C 1.639 3.038 1.366 -1.1445
H 2.624 3.451 1.631 0.4687
H 1.639 1.967 1.604 0.0853
H 0.894 3.535 2.003 0.1590
C -1.594 3.431 -0.388 0.3320
C -1.765 3.661 1.117 -1.1727
H -2.742 4.138 1.293 0.5195
H -1.001 4.340 1.524 0.2012
H -1.750 2.724 1.694 -0.0306
C -1.509 -3.204 -0.655 0.4134
C -1.649 -3.473 0.846 -1.2353
H -2.604 -3.986 1.031 0.5091
H -1.664 -2.545 1.430 0.0020
H -0.853 -4.121 1.235 0.1813
C 1.520 -3.377 -0.698 0.7186
C 1.986 -3.286 0.756 -1.3351
H 2.926 -3.853 0.849 0.5151
H 1.264 -3.739 1.451 0.1750
H 2.183 -2.253 1.070 0.1529
C 1.346 0.003 -0.264 -0.1621
O 2.514 0.005 -0.336 -0.4911
C -1.743 4.747 -1.159 -1.3784
H -0.999 5.492 -0.847 0.2169
H -1.676 4.608 -2.244 0.3227
H -2.738 5.158 -0.937 0.4700
C -1.773 -4.478 -1.460 -1.4627
H -2.818 -4.776 -1.296 0.4729
H -1.632 -4.336 -2.537 0.3336
H -1.145 -5.310 -1.124 0.2500
C 1.382 -4.847 -1.104 -1.6809
H 2.381 -5.303 -1.040 0.4915
H 0.733 -5.401 -0.409 0.2964
H 1.026 -4.983 -2.133 0.3161
C 1.426 4.828 -0.378 -1.6953
H 0.727 5.368 0.276 0.3000
H 2.435 5.188 -0.130 0.4787
H 1.232 5.095 -1.424 0.3405
H 2.220 2.853 -0.687 0.4310
H 2.304 -2.914 -1.324 0.4133
H -2.394 2.744 -0.720 0.3643
H -2.269 -2.451 -0.929 0.2638
H -0.815 0.288 -4.192 0.3039
H -1.998 -0.116 0.664 -0.4846
C -0.673 0.272 4.843 -0.7119
C -0.164 -1.167 4.692 -0.7647
C 0.556 -1.192 3.339 0.1669
O 0.312 0.052 2.654 -0.0445
C -0.664 0.801 3.410 -0.4348
H -1.664 0.341 5.294 0.3553
H 0.023 0.849 5.462 0.2759
H -1.014 -1.854 4.660 0.2788
H 0.497 -1.466 5.506 0.3438
H 1.647 -1.311 3.439 0.3771
H 0.182 -2.019 2.706 -0.3468
H -1.648 0.657 2.926 0.2875
H -0.413 1.870 3.340 0.1567
```

Calculated values
E ... -3494.76252 Ha
Orbital gap ... 7.94 eV
E_HOMO ... -10.93 eV
Net charge ... +1


No. 3
Molecular formula: C21H47BClO13P2S
Method: DFT, ωB97M-V with the def2-TZVPD basis set

```
86
Properties=species:S:1:pos:R:3:mulliken_charge:R:1
O 0.417 4.331 1.266 -0.6036
C -0.086 4.642 0.165 0.5762
O -0.225 5.895 -0.148 -0.7617
B -0.648 3.626 -0.919 -0.2675
C -2.186 3.143 -0.741 -0.3479
C -3.076 4.410 -1.102 -0.3902
C -4.386 4.061 -1.894 -0.8397
C -4.166 3.234 -3.191 -0.3060
O -3.485 3.936 -4.235 -0.5470
C 0.157 3.074 -2.191 -0.3137
C 1.668 2.729 -1.916 -0.3662
C 2.550 3.014 -3.181 -0.9499
C 1.951 2.505 -4.534 -0.5370
S 1.937 0.695 -4.741 1.1317
O 0.762 0.130 -4.094 -0.4774
O 1.858 0.370 -6.159 -0.6290
Cl 3.614 -0.170 -3.902 -0.2465
H -2.394 2.769 0.291 0.2607
H -2.341 2.289 -1.441 0.1661
H -2.457 5.073 -1.765 0.2192
H -3.251 4.961 -0.154 0.3562
H -4.864 5.034 -2.189 0.3622
H -5.073 3.534 -1.182 0.3206
H -5.187 2.989 -3.590 0.3062
H -3.651 2.258 -3.043 0.2257
H -3.000 4.701 -3.892 0.3496
H -0.354 2.167 -2.598 0.1499
H 0.147 3.865 -2.990 0.1149
H 2.026 3.443 -1.126 0.3374
H 1.823 1.711 -1.483 0.2702
H 2.721 4.111 -3.299 0.3522
H 3.558 2.537 -3.060 0.3926
H 0.924 2.863 -4.761 0.3273
H 2.605 2.902 -5.353 0.3714
O -1.109 -5.906 -2.982 -0.7710
P 0.292 -5.792 -2.428 1.2576
O 0.949 -4.847 -3.612 -0.3479
C 0.277 -3.657 -4.024 -0.3343
C 0.438 -2.538 -3.013 -0.5639
O 0.804 -7.298 -2.905 -0.4073
C -0.126 -8.382 -2.910 -0.3798
C -0.620 -8.649 -4.322 -1.0640
O 1.671 -5.678 -1.497 -0.4526
C 2.967 -5.805 -2.090 -0.1642
C 3.685 -4.470 -2.053 -0.7948
H -0.780 -3.851 -4.215 0.3443
H 0.717 -3.356 -4.978 0.2327
H 0.233 -2.885 -1.995 0.3294
H -0.227 -1.712 -3.248 0.3215
H 1.458 -2.152 -3.025 -0.1285
H -0.958 -8.181 -2.235 0.3368
H 0.392 -9.265 -2.527 0.3579
H -0.884 -7.729 -4.843 0.2807
H -1.491 -9.308 -4.310 0.3514
H 0.166 -9.128 -4.911 0.2953
H 2.917 -6.180 -3.111 0.2997
H 3.524 -6.539 -1.503 0.3879
H 3.050 -3.666 -2.418 -0.0280
H 4.591 -4.501 -2.662 0.3323
H 3.964 -4.213 -1.028 0.3304
O -1.918 1.335 5.065 -0.7517
P -0.529 0.968 5.539 1.2545
O -0.614 1.641 7.056 -0.3496
C -1.729 1.359 7.888 -0.3410
C -1.652 -0.035 8.487 -0.9875
O 0.279 2.144 4.715 -0.3538
C -0.193 2.556 3.413 -0.2700
C -0.965 3.856 3.518 -0.9659
O 0.952 0.267 5.885 -0.4656
C 1.968 1.006 6.566 -0.1662
C 2.174 0.441 7.959 -0.8770
H -2.666 1.488 7.342 0.3549
H -1.727 2.103 8.689 0.2725
H -1.410 -0.784 7.729 0.2533
H -2.598 -0.302 8.963 0.3733
H -0.873 -0.084 9.252 0.2411
H -0.801 1.771 2.959 0.1923
H 0.675 2.698 2.775 0.4014
H -1.668 3.847 4.357 0.3732
H -1.516 4.055 2.601 0.1420
H -0.281 4.686 3.691 0.2714
H 1.736 2.068 6.619 0.2954
H 2.888 0.904 5.989 0.4022
H 1.228 0.306 8.479 0.0207
H 2.806 1.102 8.556 0.3351
H 2.650 -0.542 7.907 0.3164
```

Calculated values
E ... -3372.41272 Ha
Orbital gap ... 5.02 eV
E_HOMO ... -4.58 eV
Net charge ... -1